Computed, not measured: a 2-piece molecular cluster, C2H8NO overall in a non-equilibrium geometry, with ωB97M-V with the def2-TZVPD basis set.

Positions of all 12 atoms, in Å:
O: -0.7850 0.8362 -1.8724
H: -0.2963 1.4420 -2.3147
C: 1.4095 0.1805 0.5414
C: -0.0987 0.1712 0.7406
N: -0.5639 -1.2371 0.8406
H: 2.0459 0.1345 1.4903
H: 1.6671 -0.8979 0.1008
H: 1.7852 0.8975 -0.2454
H: -0.3520 0.5835 1.6430
H: -0.6464 0.6793 -0.1208
H: -1.5568 -1.2879 0.9316
H: -0.2844 -1.6907 -0.0817

The HOMO energy comes out at -2.36 eV. The value obtained for the relative energy (zero: lowest compared OMol25 entry of this formula, charge and spin) is 1.2166 eV. As for the HOMO-LUMO gap: 7.07 eV. Its largest force on an atom is 4.4 eV/A. As for the LUMO energy: 4.7 eV. The total energy is -210.9395 a.u. Its net charge is -1.

Listed below, in e, are the Mulliken charges computed for each atom: atom 1 (O): -1.1190, atom 2 (H): 0.1299, atom 3 (C): -0.8406, atom 4 (C): -0.1707, atom 5 (N): -0.7816, atom 6 (H): 0.2534, atom 7 (H): 0.1579, atom 8 (H): 0.2618, atom 9 (H): 0.3700, atom 10 (H): 0.2750, atom 11 (H): 0.2111, atom 12 (H): 0.2528